DFT (ωB97M-V/def2-TZVPD) results for a structure of composition C41H104F3N12O19P4PbS.

Each line ends with the Mulliken charge.
Geometry (Å):
Pb -3.035 0.370 -3.162  1.8000
C 0.407 1.203 -0.496  -0.3317
F 1.594 0.676 -0.085  0.0456
F -0.018 1.977 0.490  -0.0305
F 0.514 1.919 -1.582  -0.2351
S -0.751 -0.166 -0.645  0.9580
O -1.705 0.581 -1.520  0.0759
O -0.110 -1.284 -1.259  -0.4742
O -1.410 -0.439 0.603  -0.5377
O 6.573 4.248 0.039  -0.8947
P 5.383 4.560 -0.732  0.4468
N 4.996 3.134 -1.634  0.6499
C 4.091 2.970 -2.808  -0.9856
C 5.636 1.874 -1.314  -1.0159
N 5.451 5.904 -1.837  0.1213
C 6.343 5.567 -3.028  -1.0685
C 5.825 7.236 -1.232  -0.9229
N 4.024 5.014 0.198  0.7993
C 4.192 5.577 1.522  -1.1444
C 2.780 5.343 -0.450  -0.3448
H 3.148 2.504 -2.592  -0.1397
H 4.585 2.422 -3.629  0.4586
H 3.887 3.987 -3.279  0.3616
H 4.834 1.149 -1.094  0.0463
H 6.392 1.962 -0.535  0.4582
H 6.251 1.484 -2.194  0.2796
H 7.413 5.786 -2.787  0.2975
H 6.191 4.504 -3.194  0.3841
H 6.012 6.185 -3.834  0.3479
H 6.881 7.372 -0.987  0.3641
H 5.536 8.063 -1.845  0.3420
H 5.320 7.311 -0.281  0.2042
H 5.207 5.378 1.883  0.3736
H 3.887 6.630 1.558  0.4030
H 3.635 5.121 2.339  0.0911
H 1.968 5.010 0.204  -0.0785
H 2.759 4.837 -1.392  -0.0426
H 2.640 6.461 -0.602  0.2207
O 1.868 -6.035 3.796  -0.8632
P 1.370 -4.721 3.368  0.1945
N 1.624 -4.379 1.683  0.6870
C 2.666 -5.156 1.050  -1.0401
C 0.902 -3.572 0.717  -1.2184
N 2.149 -3.451 4.159  0.2966
C 1.956 -2.000 3.832  -0.4449
C 2.358 -3.488 5.615  -0.8062
N -0.317 -4.568 3.483  0.3144
C -1.038 -3.759 4.534  -0.8705
C -1.071 -5.738 2.895  -1.0280
H 3.184 -5.719 1.799  0.3834
H 3.350 -4.503 0.467  0.1886
H 2.164 -5.853 0.375  0.3041
H 1.344 -2.681 0.395  0.2246
H -0.051 -3.341 1.171  0.2960
H 0.821 -4.157 -0.167  0.3785
H 1.919 -1.706 2.791  -0.0292
H 1.078 -1.635 4.346  0.4305
H 2.801 -1.458 4.304  -0.0420
H 2.411 -4.504 6.006  0.4300
H 3.252 -2.955 5.889  -0.0436
H 1.456 -3.055 6.054  0.3307
H -2.010 -4.187 4.644  0.4468
H -0.480 -3.878 5.454  0.3089
H -1.147 -2.673 4.314  0.1332
H -1.116 -6.678 3.504  0.2939
H -0.732 -5.952 1.875  0.2342
H -2.144 -5.494 2.803  0.3996
O -2.812 -1.981 -2.771  0.2929
P -2.753 -3.526 -2.894  -1.4525
N -3.075 -4.202 -1.353  0.9764
C -3.669 -5.512 -1.092  -1.2576
C -1.986 -3.983 -0.351  -0.8714
N -1.337 -4.018 -3.501  0.7360
C -0.916 -5.413 -3.134  -1.3501
C -0.379 -3.115 -3.992  -1.2926
N -3.898 -4.086 -3.966  0.5818
C -5.222 -3.491 -4.148  -0.7675
C -3.517 -4.739 -5.178  -1.0398
H -4.328 -5.428 -0.261  0.3070
H -2.910 -6.243 -0.889  0.4453
H -4.291 -5.770 -1.950  0.3627
H -1.461 -2.981 -0.500  -0.2628
H -1.253 -4.784 -0.423  0.2829
H -2.369 -3.982 0.730  0.3518
H -0.876 -5.998 -4.042  0.4963
H 0.066 -5.439 -2.621  0.3739
H -1.529 -5.960 -2.404  0.3665
H 0.444 -3.688 -4.476  0.5709
H -0.797 -2.518 -4.757  0.3261
H 0.036 -2.485 -3.204  0.0612
H -5.352 -2.569 -3.588  -0.0996
H -5.400 -3.149 -5.166  0.4307
H -6.045 -4.145 -3.855  0.2968
H -2.761 -5.490 -5.037  0.2048
H -3.180 -4.030 -5.967  0.2917
H -4.410 -5.298 -5.552  0.4734
O -4.819 -0.216 -1.776  -0.4948
P -5.873 0.145 -0.760  -1.1279
N -6.650 -1.241 -0.233  0.6108
C -6.973 -2.283 -1.208  -0.4916
C -7.148 -1.427 1.105  -1.0079
N -6.887 1.232 -1.454  0.5533
C -8.388 1.292 -1.165  -1.0757
C -6.468 2.232 -2.513  -0.3671
N -5.052 0.902 0.480  1.5306
C -5.714 1.981 1.273  -1.1542
C -4.227 0.039 1.263  -0.9189
H -7.602 -1.838 -2.061  0.2397
H -7.551 -3.040 -0.652  0.4812
H -6.114 -2.763 -1.585  -0.2904
H -6.666 -2.320 1.569  0.3025
H -8.210 -1.579 1.087  0.4287
H -7.002 -0.534 1.729  0.2802
H -8.521 2.180 -0.584  0.3470
H -8.970 1.427 -2.078  0.3591
H -8.705 0.364 -0.676  0.2969
H -6.775 1.849 -3.504  0.2702
H -6.936 3.195 -2.322  0.3749
H -5.374 2.366 -2.556  -0.2969
H -6.248 1.575 2.159  0.2469
H -4.917 2.637 1.625  0.2973
H -6.328 2.642 0.634  0.2973
H -3.893 -0.849 0.671  0.0477
H -4.752 -0.294 2.163  0.2412
H -3.322 0.548 1.545  0.0080
C -0.312 1.340 5.058  -1.2616
C -0.931 2.363 4.166  0.1162
O 0.196 3.109 3.650  0.0543
C -0.130 4.334 3.215  0.5778
O -1.289 4.738 3.063  -0.6697
O 0.999 5.049 2.894  -0.2092
C 0.785 6.439 2.467  -0.6393
H 0.267 1.791 5.820  0.3727
H 0.272 0.629 4.514  0.0125
H -1.019 0.718 5.610  0.5259
H -1.482 3.136 4.667  0.4900
H -1.458 2.078 3.223  -0.1424
H 0.357 6.466 1.457  0.2301
H 1.805 6.779 2.536  0.1684
H 0.121 6.964 3.170  0.3930
C 0.497 5.102 -4.131  -1.1866
C -0.440 5.025 -2.986  0.2056
O -1.534 4.164 -3.429  -0.2842
C -2.366 3.799 -2.484  0.4536
O -3.239 2.946 -2.621  -0.5383
O -2.129 4.394 -1.331  -0.3162
C -2.732 3.754 -0.178  -0.2460
H 1.006 4.118 -4.335  0.1462
H 1.333 5.789 -3.849  0.3773
H -0.001 5.389 -5.060  0.3969
H -0.857 6.001 -2.722  0.3256
H -0.033 4.653 -2.020  0.0244
H -3.833 3.914 -0.140  0.3515
H -2.332 4.244 0.698  0.2111
H -2.486 2.691 -0.258  -0.0781
C 3.920 1.068 3.251  -1.1902
C 3.695 1.034 4.732  0.1588
O 4.657 0.172 5.316  -0.3587
C 4.249 -0.554 6.329  0.8572
O 3.161 -0.549 6.867  -0.5577
O 5.317 -1.331 6.603  -0.3705
C 5.206 -2.221 7.704  -0.7101
H 4.866 1.597 3.046  0.4045
H 3.176 1.722 2.803  0.2959
H 3.891 0.161 2.692  0.2854
H 2.690 0.619 4.861  -0.0530
H 3.826 2.035 5.187  0.4368
H 4.576 -1.866 8.478  0.3428
H 6.181 -2.305 8.154  0.2846
H 4.779 -3.172 7.361  0.2789
C 4.438 -1.676 -1.998  -1.5263
C 3.009 -1.690 -2.523  0.5794
O 2.893 -1.972 -3.965  -0.3492
C 2.984 -0.937 -4.824  0.7051
O 2.917 0.225 -4.554  -0.4782
O 3.163 -1.373 -6.094  -0.3625
C 3.534 -2.738 -6.398  -0.5175
H 4.969 -0.857 -2.420  0.3746
H 4.983 -2.615 -2.114  0.3496
H 4.325 -1.437 -0.948  0.3815
H 2.377 -0.825 -2.361  0.1253
H 2.472 -2.538 -2.158  0.0707
H 4.491 -3.070 -5.987  0.2654
H 3.630 -2.742 -7.494  0.2531
H 2.763 -3.412 -6.008  0.1679

The molar mass comes out at 1489.505 Da. The electronic energy is -5967.3090 Eh. As for the charge: +1. The value obtained for the strongest force on any atom is 3.5 eV Å⁻¹. The energy above the lowest of the compared OMol25 structures with the same formula, charge and spin comes out at 0.0 kJ/mol. The HOMO energy is -10.00 eV.